No. 1
{
  "formula": "C3H9N2S",
  "method": "ωB97M-V with the def2-TZVPD basis set",
  "elements": ["N", "C", "N", "C", "C", "S", "H", "H", "H", "H", "H", "H", "H", "H", "H"],
  "coordinates": [[-2.5350, -0.3798, -0.4448], [-1.1705, -1.0058, -0.6780], [-0.0582, -0.1219, -0.6362], [0.6560, 0.1405, 0.6054], [1.9872, 1.0063, 0.4831], [2.6775, 1.4649, 2.0481], [-2.7791, 0.0030, 0.4751], [-2.6742, 0.3486, -1.1133], [-1.2563, -1.4372, -1.6725], [-0.9975, -1.8514, 0.0297], [0.6545, -0.5009, -1.2346], [-0.0539, 0.8490, 1.1655], [0.9153, -0.8188, 1.1182], [2.7986, 0.4744, 0.0247], [1.8354, 1.8291, -0.1704]],
  "nbo_charge": [-0.88, -0.04, -0.65, -0.24, -0.55, -0.70, 0.36, 0.35, 0.17, 0.14, 0.34, 0.19, 0.16, 0.17, 0.17],
  "e_lumo_ev": 3.8,
  "smiles": "NCNCC[S-]",
  "charge": -1
}



No. 2
{
  "formula": "C3H9N2S",
  "method": "ωB97M-V with the def2-TZVPD basis set",
  "elements": ["C", "C", "C", "N", "N", "S", "H", "H", "H", "H", "H", "H", "H", "H", "H"],
  "coordinates": [[1.0727, 0.7303, 0.6894], [0.4450, 1.6764, -0.3340], [-0.8566, -0.4585, -0.0434], [-1.6335, -1.5345, 0.1028], [0.5824, -0.6549, 0.3688], [-1.3045, 1.1772, 0.0389], [2.2017, 0.9373, 0.6674], [0.7579, 1.1341, 1.6105], [0.4517, 2.6532, -0.0146], [0.5431, 1.3590, -1.2929], [-0.5396, -1.0072, -2.3200], [-1.2112, -2.4263, -0.1238], [-2.5479, -1.5067, -0.2986], [1.2472, -0.9373, -0.3009], [0.7917, -1.1420, 1.2504]],
  "nbo_charge": [-0.27, -0.46, 0.07, -0.79, -0.55, 0.36, 0.26, 0.25, 0.26, 0.24, -0.10, 0.40, 0.43, 0.45, 0.44],
  "e_lumo_ev": [-4.1, -4.7],
  "charge": 1
}



No. 3
{
  "formula": "C3H9N3",
  "method": "ωB97M-V with the def2-TZVPD basis set",
  "elements": ["C", "N", "N", "H", "H", "H", "H", "C", "C", "N", "H", "H", "H", "H", "H"],
  "coordinates": [[-1.3900, -1.1447, 0.9597], [-0.6925, 0.8774, -0.1887], [-0.9514, 1.9255, 0.3914], [-1.9723, 2.0458, 0.4576], [-1.1976, -1.1679, 2.0303], [-1.4240, -2.1356, 0.5135], [-2.3270, -0.6250, 0.7869], [1.1995, -0.1652, -1.4299], [0.7386, 0.3261, -0.0686], [1.5534, 0.8806, 0.7780], [2.5223, 0.7900, 0.4709], [-0.0336, -0.7535, 0.5903], [1.9533, -0.9433, -1.2961], [1.6528, 0.6590, -1.9847], [0.3685, -0.5692, -2.0105]],
  "nbo_charge": [-0.70, -0.15, -0.32, 0.32, 0.21, 0.21, 0.21, -0.68, 0.24, -0.59, 0.34, 0.22, 0.22, 0.24, 0.23],
  "e_lumo_ev": -0.1
}



No. 4
{
  "formula": "C3H9N3",
  "method": "ωB97M-V with the def2-TZVPD basis set",
  "elements": ["C", "C", "C", "N", "N", "N", "H", "H", "H", "H", "H", "H", "H", "H", "H"],
  "coordinates": [[0.3402, 0.5889, -1.6925], [-0.3470, 0.6889, 1.3538], [-0.9491, -0.1126, -0.9947], [1.1171, -1.4364, 1.6492], [0.6726, -1.6946, 0.5791], [-0.7925, -0.3890, 0.4773], [0.3854, 1.6053, -1.3300], [1.2641, -0.0141, -1.4229], [0.2636, 0.5579, -2.8329], [-1.2496, 1.4137, 1.5552], [0.0473, 0.2362, 2.3365], [0.4046, 1.3799, 0.8617], [-1.8987, 0.4048, -1.1514], [-0.9824, -1.1023, -1.4447], [1.7245, -2.1263, 2.0562]],
  "nbo_charge": [-0.64, -0.49, -0.24, -0.36, 0.06, -0.34, 0.20, 0.21, 0.21, 0.22, 0.24, 0.17, 0.20, 0.20, 0.35],
  "e_lumo_ev": [0.7, 0.7]
}



No. 5
{
  "formula": "C3H9N3",
  "method": "ωB97M-V with the def2-TZVPD basis set",
  "elements": ["C", "C", "N", "H", "H", "H", "H", "H", "N", "C", "N", "H", "H", "H", "H"],
  "coordinates": [[-1.2518, 1.4507, -0.9782], [-0.6929, 0.2866, -1.4858], [0.5382, 0.1615, -1.8939], [-0.6781, 2.3688, -0.8927], [-2.2549, 1.5110, -0.5844], [-1.2204, -0.6569, -1.4495], [1.1907, 0.9401, -1.8836], [0.9905, -0.7066, -2.1209], [1.2756, -1.4953, 1.4845], [0.1042, -0.7588, 1.5047], [0.1534, 0.4769, 1.7786], [1.2647, -2.4028, 1.9360], [2.0107, -0.9230, 1.8929], [-0.7506, -1.2748, 1.0921], [-0.6793, 1.0225, 1.6001]],
  "nbo_charge": [-0.17, 0.10, -0.55, 0.23, 0.24, 0.24, 0.43, 0.44, -0.81, 0.27, -0.70, 0.40, 0.40, 0.14, 0.34],
  "multiplicity": 2,
  "e_lumo_ev": [-3.9, -7.5],
  "charge": 1,
  "s2": 0.76
}



No. 6
{
  "formula": "C3H9N3O",
  "method": "ωB97M-V with the def2-TZVPD basis set",
  "elements": ["N", "C", "N", "C", "C", "N", "O", "H", "H", "H", "H", "H", "H", "H", "H", "H"],
  "coordinates": [[0.8168, -0.5345, -2.3307], [0.5483, 0.5587, -1.3040], [-0.1858, -0.1690, -0.3092], [0.3153, -0.1316, 1.0873], [-0.6286, 0.5922, 1.9815], [-1.8087, 0.0456, 1.6583], [-0.4042, 1.5826, 2.5955], [1.1369, -0.0388, -3.1721], [1.6384, -1.1504, -2.0968], [-0.0868, 1.2482, -1.8495], [1.4983, 1.0271, -1.0139], [-0.3813, -1.0624, -0.7251], [1.3114, 0.2395, 1.2974], [0.4632, -1.2247, 1.3862], [-2.2173, -0.7428, 2.1713], [-2.0161, -0.2398, 0.6238]],
  "nbo_charge": [-0.86, -0.04, -0.67, -0.34, 0.68, -0.94, -0.51, 0.35, 0.35, 0.17, 0.17, 0.40, 0.20, 0.20, 0.40, 0.42],
  "e_lumo_ev": 0.8,
  "smiles": "NCNCC(N)=O"
}



No. 7
{
  "formula": "C3H9N3O",
  "method": "ωB97M-V with the def2-TZVPD basis set",
  "elements": ["C", "C", "N", "C", "N", "O", "N", "H", "H", "H", "H", "H", "H", "H", "H", "H"],
  "coordinates": [[1.6914, -1.0630, 0.1396], [1.0459, 1.3731, -0.8892], [-1.4827, 0.0766, -0.4214], [-0.8081, -0.1966, 0.6296], [-2.8626, -0.0822, -0.3997], [0.9206, 0.1296, 0.3246], [-0.9559, -0.1808, 1.8838], [-3.2323, -0.3078, -1.3149], [-3.2196, -0.3191, 0.5257], [-0.0858, -0.0868, 2.3955], [1.2721, -1.6331, -0.6936], [1.6787, -1.6450, 1.0601], [2.7235, -0.7888, -0.0846], [0.6777, 0.9990, -1.8362], [0.5141, 2.2386, -0.5190], [2.1230, 1.4863, -0.8003]],
  "nbo_charge": [-0.25, -0.18, -0.49, 0.65, -0.70, -0.52, -0.87, 0.38, 0.38, 0.37, 0.19, 0.21, 0.18, 0.22, 0.22, 0.19],
  "e_lumo_ev": 0.6
}



No. 8
{
  "formula": "C3H9N3O",
  "method": "ωB97M-V with the def2-TZVPD basis set",
  "elements": ["H", "N", "C", "N", "N", "C", "C", "O", "H", "H", "H", "H", "H", "H", "H", "H"],
  "coordinates": [[-0.6233, 2.5531, -1.4212], [-0.9228, 1.7067, -0.9496], [0.0292, 0.9861, -0.5187], [1.3811, 1.3230, -0.5786], [-0.2569, -0.2301, 0.0565], [-1.6501, -0.6218, 0.1236], [0.5917, -0.8327, 1.0477], [0.9728, -2.1367, 0.6900], [1.5777, 2.1159, -1.1707], [2.0446, 0.5733, -0.6935], [-2.1462, -0.2733, -0.7773], [-1.6979, -1.7078, 0.1899], [-2.1495, -0.1786, 0.9901], [0.0519, -0.9491, 1.9964], [1.4721, -0.1998, 1.2225], [1.3256, -2.1282, -0.2073]],
  "nbo_charge": [0.34, -0.78, 0.59, -0.85, -0.47, -0.41, 0.09, -0.72, 0.39, 0.38, 0.24, 0.20, 0.19, 0.17, 0.17, 0.46],
  "e_lumo_ev": 0.7,
  "smiles": "[H]/N=C(\\N)N(C)CO"
}



No. 9
{
  "formula": "C3H9N3O",
  "method": "ωB97M-V with the def2-TZVPD basis set",
  "elements": ["C", "N", "H", "H", "H", "H", "H", "C", "N", "C", "N", "O", "H", "H", "H", "H"],
  "coordinates": [[-2.1502, 0.1933, -0.3513], [-0.9707, -0.5576, -0.7850], [-1.1852, -1.3702, -1.3578], [-0.1192, -0.7405, 0.2302], [-2.8119, -0.4867, 0.1848], [-2.6572, 0.6487, -1.2013], [-1.8603, 0.9772, 0.3486], [1.1592, -0.4025, 0.7855], [1.3954, 0.7443, 1.5003], [0.1824, 0.2632, -1.3228], [1.8915, -1.4540, 0.7587], [0.1477, 1.4689, -1.3565], [2.3294, 0.8968, 1.8666], [0.9794, 1.5848, 1.1195], [2.7323, -1.3698, 1.3459], [0.9373, -0.3959, -1.7653]],
  "nbo_charge": [-0.42, -0.70, 0.40, 0.33, 0.21, 0.20, 0.22, 0.12, -0.85, 0.57, -0.77, -0.54, 0.36, 0.38, 0.30, 0.17],
  "e_lumo_ev": 0.6
}



No. 10
{
  "formula": "C3H9N3O",
  "method": "ωB97M-V with the def2-TZVPD basis set",
  "elements": ["C", "C", "C", "N", "O", "N", "N", "H", "H", "H", "H", "H", "H", "H", "H", "H"],
  "coordinates": [[-1.2622, 0.5153, 0.6184], [2.8104, -0.1865, -0.7730], [-1.9941, 0.3362, -0.6627], [-1.5880, -0.2290, 1.6660], [0.4507, -1.0717, -0.1155], [0.8065, 0.1008, 0.3132], [1.8781, 0.6490, -0.0169], [-0.8766, 1.5001, 0.8528], [-1.0468, -0.1005, 2.5106], [-1.8472, -1.1904, 1.4895], [3.5887, 0.4446, -1.2030], [2.3501, -0.7282, -1.6029], [3.2629, -0.9477, -0.1304], [-2.9478, 0.8726, -0.5962], [-2.1801, -0.7165, -0.8724], [-1.4043, 0.7521, -1.4774]],
  "nbo_charge": [0.32, -0.48, -0.68, -0.72, -0.65, 0.13, -0.28, 0.22, 0.41, 0.41, 0.19, 0.21, 0.20, 0.24, 0.24, 0.25],
  "e_lumo_ev": [0.5, 0.5]
}



Q: Which ΔE to the lowest compared entry with this formula, charge and spin values were calculated for the entries above? A: 26.4; 127.9; 127.4; 103.4; 12.4; 62.8; 139.9; 20.8; 82.9; 109.4, in kcal/mol.
Q: Which strongest force on any atom values were calculated for the entries above? A: 0.0419; 0.0973; 0.0832; 0.0596; 0.0259; 0.1381; 0.0676; 0.0135; 0.0653; 0.0472, in hartree/bohr.